{
  "formula": "C38H39FeN6OPS",
  "method": "ωB97M-V/def2-TZVPD",
  "de_lowest_kcal_mol": 0.0,
  "total_charge": 3,
  "spin_multiplicity": 6,
  "total_energy_ev": -105517.8980,
  "gap_ev": [8.57, 5.71],
  "homo_ev": [-15.99, -16.03],
  "species": ["Fe", "S", "P", "O", "N", "N", "N", "N", "N", "N", "C", "C", "C", "C", "C", "C", "C", "C", "C", "C", "C", "C", "C", "C", "C", "C", "C", "C", "C", "C", "C", "C", "C", "C", "C", "C", "C", "C", "C", "C", "C", "C", "C", "C", "C", "C", "C", "C", "H", "H", "H", "H", "H", "H", "H", "H", "H", "H", "H", "H", "H", "H", "H", "H", "H", "H", "H", "H", "H", "H", "H", "H", "H", "H", "H", "H", "H", "H", "H", "H", "H", "H", "H", "H", "H", "H", "H"],
  "xyz": [[-0.016, 0.140, -0.172], [-1.238, 0.466, 3.077], [1.986, -1.506, 1.364], [-0.413, 0.113, 1.821], [-2.026, 0.601, -0.507], [0.996, 0.978, -1.781], [-3.665, 2.087, -0.578], [-0.177, -2.040, -0.578], [2.075, 2.656, -2.736], [-0.095, 2.457, 0.233], [-3.394, -1.321, -1.496], [0.969, -2.927, -0.722], [0.590, 3.219, -0.811], [2.629, -0.984, -4.516], [3.577, 2.188, 1.270], [3.419, -1.410, 3.745], [2.492, -2.090, 2.942], [3.189, -3.129, 5.412], [-5.464, 0.626, -1.607], [-5.665, -0.663, -2.048], [1.729, 0.477, -2.875], [0.996, -3.884, -1.719], [2.259, -3.802, 4.623], [-3.167, -0.016, -1.055], [2.410, 1.528, -3.478], [-4.199, 0.918, -1.108], [-2.859, -0.305, 2.809], [2.892, -0.082, 0.839], [3.091, -3.733, 0.119], [1.244, 2.271, -1.758], [3.767, -1.941, 4.974], [3.719, -0.135, -0.288], [4.486, 0.971, -0.616], [2.806, 1.091, 1.609], [-1.685, -1.916, 4.210], [-0.760, -0.713, 4.358], [-1.498, 2.822, 0.458], [-4.644, -1.627, -1.988], [1.902, -3.285, 3.393], [-2.391, 1.838, -0.236], [3.222, 1.369, -4.595], [2.024, -2.829, 0.183], [1.822, -0.806, -3.411], [3.325, 0.089, -5.098], [2.080, -4.749, -1.805], [-3.062, -1.320, 3.934], [4.417, 2.123, 0.159], [3.122, -4.683, -0.887], [5.037, 2.973, -0.093], [2.358, 3.604, -2.930], [-0.774, -2.404, 0.168], [-0.909, -0.192, 5.306], [-2.756, -0.777, 1.829], [0.169, -3.981, -2.411], [3.739, 2.199, -5.055], [-4.850, -2.629, -2.338], [2.716, -1.966, -4.960], [1.187, -3.814, 2.774], [-1.709, 2.799, 1.530], [3.472, -3.538, 6.372], [-0.141, 3.802, -1.377], [3.949, -5.374, -0.953], [0.306, -0.902, 4.225], [-4.144, 2.968, -0.474], [1.825, -4.730, 4.968], [3.894, -3.677, 0.844], [3.890, -0.498, 3.401], [1.273, -1.635, -2.992], [3.549, 3.082, 1.878], [4.502, -1.440, 5.588], [-6.630, -0.943, -2.445], [5.149, 0.927, -1.469], [3.777, -1.035, -0.889], [-3.616, 0.475, 2.756], [2.165, 1.121, 2.482], [2.096, -5.500, -2.583], [0.420, 2.490, 1.104], [-0.748, -2.092, -1.418], [-1.359, -2.538, 3.371], [-3.805, -2.063, 3.650], [3.939, -0.090, -5.969], [-1.721, 3.839, 0.126], [-6.252, 1.365, -1.649], [-2.632, -2.083, -1.451], [-1.670, -2.533, 5.106], [1.311, 3.931, -0.404], [-3.434, -0.816, 4.828]]
}